14
Properties=species:S:1:pos:R:3:lowdin_charge:R:1 method="wB97M-V/def2-TZVPD" e_homo_ev=-10.37 spin_multiplicity=1 mol_weight_g_mol=84.12 e_above_lowest_kcal_mol=4.7
C 1.5093 -0.9926 0.0156 -0.107
C 0.7593 0.3109 -0.2573 -0.227
C -0.6230 0.4055 0.4060 -0.420
N -1.3158 1.5953 -0.0675 0.038
C -1.3941 -0.8432 0.1777 -0.194
N -2.0156 -1.7990 -0.0165 0.148
H 1.6809 -1.1468 1.0874 0.079
H 2.4810 -0.9739 -0.4871 0.073
H 0.9534 -1.8613 -0.3568 0.069
H 1.3302 1.1815 0.0877 0.115
H 0.6212 0.4295 -1.3410 0.115
H -0.4936 0.5047 1.4913 0.148
H -1.5099 1.5043 -1.0613 0.082
H -2.2147 1.6981 0.3933 0.081